[1]
Formula: C20H19AsInNO2Se4
Source: the Open Molecules 2025 dataset
Level of theory: ωB97M-V/def2-TZVPD

The value obtained for the HOMO-LUMO gap is 7.55 eV. Its highest occupied orbital energy is -7.901 eV.

Each line ends with the Löwdin charge.
Atoms and positions in Å:
In (-0.517, 2.796, 0.292)  0.15
Se (1.931, 3.260, -0.152)  0.11
Se (1.601, 5.165, -1.445)  -0.03
Se (0.253, 6.383, -0.015)  -0.02
Se (-1.648, 5.042, -0.162)  0.07
N (-3.014, 2.187, 0.155)  -0.04
C (-3.274, 2.251, 1.621)  -0.16
C (-2.079, 1.482, 2.176)  -0.69
O (-2.133, 0.269, 2.264)  0.04
O (-1.000, 2.214, 2.290)  -0.16
H (-3.628, 2.813, -0.353)  0.07
H (-3.168, 1.239, -0.173)  0.08
H (-4.219, 1.800, 1.920)  0.12
H (-3.229, 3.298, 1.910)  0.10
C (-2.178, -4.285, 0.274)  -0.08
C (-1.124, -3.973, 1.119)  -0.07
C (-0.533, -2.715, 1.072)  -0.08
C (-1.004, -1.772, 0.171)  -0.37
C (-2.061, -2.084, -0.678)  -0.11
C (-2.645, -3.339, -0.629)  -0.08
As (-0.181, -0.043, -0.048)  1.34
C (0.622, -0.253, -1.803)  -0.39
C (0.395, 0.728, -2.760)  -0.13
C (0.939, 0.613, -4.034)  -0.07
C (1.713, -0.491, -4.353)  -0.08
C (1.936, -1.483, -3.404)  -0.07
C (1.387, -1.369, -2.137)  -0.11
C (1.387, -0.098, 1.110)  -0.39
C (2.684, -0.021, 0.612)  -0.14
C (3.761, 0.038, 1.488)  -0.08
C (3.548, 0.023, 2.858)  -0.08
C (2.254, -0.054, 3.357)  -0.07
C (1.174, -0.111, 2.489)  -0.11
H (-2.634, -5.266, 0.315)  0.10
H (-0.754, -4.709, 1.821)  0.11
H (0.290, -2.483, 1.733)  0.10
H (-2.425, -1.352, -1.391)  0.10
H (-3.465, -3.578, -1.294)  0.10
H (-0.215, 1.595, -2.527)  0.08
H (0.756, 1.384, -4.771)  0.11
H (2.142, -0.583, -5.343)  0.10
H (2.537, -2.348, -3.655)  0.11
H (1.552, -2.151, -1.405)  0.11
H (2.865, 0.001, -0.454)  0.09
H (4.767, 0.101, 1.094)  0.11
H (4.388, 0.078, 3.538)  0.10
H (2.081, -0.053, 4.425)  0.11
H (0.164, -0.149, 2.878)  0.09

Cartesian forces (eV/Å) of the 3 atoms listed first:
-0.422 0.224 0.446
0.381 -0.357 0.040
0.010 0.105 -0.102

[2]
Formula: C20H19Br3N4O8
Source: the Open Molecules 2025 dataset
Level of theory: ωB97M-V/def2-TZVPD

The value obtained for the HOMO-LUMO gap is 8.77 eV. Its highest occupied orbital energy is -9.890 eV.

Each line ends with the Löwdin charge.
Atoms and positions in Å:
C (-1.162, -0.519, -2.196)  0.03
N (-1.660, -1.254, -3.382)  -0.46
O (-0.820, -1.703, -4.129)  0.06
O (-2.850, -1.304, -3.532)  0.04
H (-1.539, -0.916, -1.253)  0.08
H (-1.490, 0.515, -2.281)  0.07
H (-0.086, -0.539, -2.055)  0.07
C (2.363, -0.821, 4.282)  -0.09
C (1.331, -1.315, 5.023)  -0.06
C (0.291, -1.923, 4.301)  0.01
C (0.288, -1.878, 2.905)  -0.14
C (1.359, -1.344, 2.208)  -0.01
C (2.423, -0.796, 2.884)  -0.05
N (-0.979, -2.117, 2.227)  -0.35
O (-2.010, -2.094, 2.879)  0.07
O (-0.970, -2.177, 1.015)  0.07
H (3.242, -0.560, 4.874)  0.11
H (1.082, -1.128, 6.057)  0.11
H (-0.593, -2.269, 4.820)  0.12
H (1.410, -1.325, 1.126)  0.09
H (3.369, -0.471, 2.479)  0.11
C (6.789, -1.197, -1.425)  -0.06
C (6.566, 0.043, -2.031)  -0.07
C (5.312, 0.583, -2.025)  0.00
C (4.244, -0.143, -1.479)  -0.14
C (4.456, -1.392, -0.929)  0.00
C (5.746, -1.919, -0.860)  -0.06
N (2.903, 0.426, -1.389)  -0.33
O (2.736, 1.578, -1.755)  0.09
O (2.003, -0.274, -0.941)  0.04
H (7.764, -1.666, -1.404)  0.11
H (7.332, 0.487, -2.651)  0.11
H (5.084, 1.535, -2.488)  0.12
H (3.583, -1.910, -0.551)  0.12
H (5.902, -2.831, -0.303)  0.11
C (-4.053, 1.145, -0.003)  -0.06
C (-5.144, 2.008, -0.064)  -0.05
C (-5.585, 2.589, 1.119)  -0.01
C (-5.007, 2.266, 2.338)  -0.14
C (-3.929, 1.392, 2.419)  0.00
C (-3.507, 0.814, 1.232)  -0.06
N (-5.634, 2.766, 3.588)  -0.35
O (-5.156, 2.392, 4.637)  0.08
O (-6.594, 3.502, 3.469)  0.07
H (-3.696, 0.605, -0.870)  0.09
H (-5.676, 2.320, -0.951)  0.11
H (-6.452, 3.233, 1.188)  0.12
H (-3.525, 1.155, 3.392)  0.12
H (-2.827, -0.020, 1.366)  0.09
C (-1.311, 1.173, -6.180)  -1.58
Br (-2.692, 1.749, -4.907)  0.57
Br (0.421, 1.872, -5.672)  0.56
Br (-1.832, 1.561, -8.024)  0.56
H (-1.222, 0.098, -6.099)  -0.05

Cartesian forces (eV/Å) of the 3 atoms listed first:
0.316 0.599 1.283
0.907 0.405 0.872
0.080 -0.257 -0.550

[3]
Formula: C20H19BrCrN3O5S
Source: the Open Molecules 2025 dataset
Level of theory: ωB97M-V/def2-TZVPD

The value obtained for the HOMO-LUMO gap (alpha / beta) is 8.29 / 8.22 eV. Its spin multiplicity is 4. Its highest occupied orbital energy (alpha / beta) is -8.432 / -8.529 eV. Its expectation value of S² is 3.782.

Each line ends with the Löwdin charge.
Atoms and positions in Å:
Cr (0.015, -0.191, -0.121)  0.90
O (1.639, -0.787, 1.286)  -0.11
C (2.067, -2.148, 1.432)  -0.16
C (2.571, -2.658, 0.096)  -0.15
N (1.552, -2.416, -0.900)  -0.20
C (2.026, -1.875, -2.158)  -0.08
C (2.358, -0.381, -2.047)  -0.61
O (3.323, 0.074, -2.629)  0.06
O (1.540, 0.315, -1.312)  -0.16
C (0.531, -3.429, -1.013)  -0.09
C (-0.812, -2.810, -1.410)  -0.61
O (-1.663, -3.506, -1.925)  0.06
O (-0.929, -1.543, -1.167)  -0.14
H (2.353, -0.283, 0.867)  0.11
H (1.184, -2.694, 1.763)  0.13
H (2.831, -2.210, 2.210)  0.13
H (2.859, -3.715, 0.174)  0.13
H (3.474, -2.103, -0.180)  0.14
H (1.225, -1.967, -2.896)  0.14
H (2.903, -2.398, -2.554)  0.13
H (0.379, -3.902, -0.039)  0.13
H (0.772, -4.227, -1.726)  0.14
S (-2.005, 0.229, 3.872)  1.03
C (-2.646, -1.204, 3.186)  -0.41
C (-2.140, -1.458, 1.944)  -0.17
C (-1.211, -0.475, 1.498)  -0.24
C (-1.057, 0.501, 2.453)  -0.54
C (-0.172, 1.628, 2.216)  -0.27
C (0.038, 2.701, 3.079)  -0.01
C (0.894, 3.715, 2.693)  -0.05
C (1.527, 3.650, 1.458)  -0.04
C (1.279, 2.556, 0.653)  -0.09
N (0.455, 1.573, 1.021)  0.02
H (-3.368, -1.785, 3.739)  0.06
H (-2.444, -2.312, 1.352)  0.11
H (-0.468, 2.730, 4.034)  0.11
H (1.066, 4.557, 3.352)  0.11
H (2.201, 4.426, 1.125)  0.11
H (1.744, 2.428, -0.318)  0.12
Br (-4.254, 3.552, -3.744)  0.78
C (-3.050, 2.540, -2.707)  -0.68
C (-3.182, 2.508, -1.330)  -0.08
C (-2.280, 1.751, -0.610)  -0.07
N (-1.295, 1.059, -1.188)  0.00
C (-1.183, 1.094, -2.517)  -0.07
C (-2.036, 1.826, -3.320)  -0.07
H (-3.969, 3.049, -0.826)  0.11
H (-2.351, 1.675, 0.467)  0.12
H (-0.379, 0.511, -2.942)  0.12
H (-1.912, 1.828, -4.392)  0.11

Cartesian forces (eV/Å) of the 3 atoms listed first:
-0.047 -0.065 -0.008
-0.012 -0.039 -0.016
0.009 -0.006 -0.019

[4]
Formula: C20H19BrN4O2RhSSi
Source: the Open Molecules 2025 dataset
Level of theory: ωB97M-V/def2-TZVPD

The value obtained for the HOMO-LUMO gap is 7.21 eV. Its highest occupied orbital energy is -11.736 eV. As for the charge: +1.

Each line ends with the Löwdin charge.
Atoms and positions in Å:
Rh (-0.010, 1.282, -0.769)  0.95
C (-3.519, -2.507, 1.534)  -0.17
Si (-1.962, -2.512, 2.557)  0.51
C (-0.692, -3.698, 1.867)  -0.17
C (-2.319, -2.885, 4.347)  -0.18
C (-1.213, -0.761, 2.485)  -0.21
C (-1.058, 0.045, 3.610)  -0.04
C (-0.536, 1.335, 3.536)  -0.03
C (-0.161, 1.830, 2.307)  -0.08
N (-0.290, 1.068, 1.218)  -0.12
C (-0.797, -0.172, 1.297)  -0.64
S (-0.806, -0.785, -0.356)  0.76
H (-3.997, -3.489, 1.571)  0.04
H (-3.323, -2.275, 0.486)  0.02
H (-4.234, -1.774, 1.912)  0.04
H (-1.063, -4.722, 1.935)  0.04
H (0.243, -3.646, 2.430)  0.04
H (-0.470, -3.501, 0.816)  0.01
H (-2.738, -3.890, 4.432)  0.04
H (-3.050, -2.193, 4.771)  0.04
H (-1.418, -2.855, 4.963)  0.04
H (-1.359, -0.336, 4.579)  0.11
H (-0.431, 1.948, 4.419)  0.12
H (0.234, 2.827, 2.169)  0.13
Br (1.697, -0.636, -3.468)  0.87
C (0.476, 0.737, -3.868)  -0.69
C (0.242, 1.006, -5.207)  -0.09
C (-0.695, 1.966, -5.540)  0.00
C (-1.396, 2.598, -4.526)  0.03
C (-1.107, 2.269, -3.222)  -0.16
N (-0.150, 1.377, -2.878)  -0.03
C (-1.917, 2.875, -2.096)  -0.56
O (-2.794, 3.656, -2.337)  0.14
O (-1.567, 2.466, -0.900)  -0.15
H (0.786, 0.458, -5.961)  0.11
H (-0.891, 2.197, -6.578)  0.13
H (-2.173, 3.326, -4.707)  0.14
N (5.782, 3.247, -1.608)  0.20
C (5.073, 2.410, -1.271)  -0.16
C (4.185, 1.361, -0.855)  -0.19
C (4.662, 0.132, -0.411)  0.03
C (3.747, -0.829, -0.024)  -0.01
C (2.395, -0.550, -0.105)  -0.15
N (1.940, 0.630, -0.543)  -0.12
C (2.815, 1.571, -0.900)  -0.08
H (5.726, -0.054, -0.370)  0.14
H (4.073, -1.795, 0.333)  0.13
H (1.642, -1.274, 0.170)  0.07
H (2.418, 2.520, -1.244)  0.14

Cartesian forces (eV/Å) of the 3 atoms listed first:
0.139 0.379 -0.216
0.011 -0.008 -0.002
-0.022 -0.008 0.016

How do the records compare in ΔE to the lowest compared entry with this formula, charge and spin? In the order shown, they have 0.493; 0.000; 0.183; 0.259 eV.